A single C7H15N2O3P molecule, computed with the ωB97M-V functional and the def2-TZVPD basis.

Properties
* largest force on an atom: 0.071 Eh/bohr
* calculated total energy: -25912.970 eV
* relative energy (zero: lowest compared OMol25 entry of this formula, charge and spin): 0.0 kJ/mol
* HOMO: -8.3 eV

The geometry in XYZ format:
```
28
Properties=species:S:1:pos:R:3:lowdin_charge:R:1
P 2.26 -0.12 -0.90 0.48
O 3.16 -1.08 -0.26 -0.30
O 2.49 0.79 -2.05 -0.32
O 1.89 1.31 0.49 -0.08
N -0.66 -2.60 0.34 -0.24
N 0.08 2.51 0.07 -0.18
C -0.55 -3.91 1.06 -0.03
C -1.10 3.21 0.65 -0.03
C 0.73 3.03 -1.18 0.01
C -1.85 -2.06 -0.16 -0.12
C 0.43 -1.84 0.05 -0.19
C 0.64 -0.76 -0.71 -0.17
C 0.74 1.67 0.79 -0.33
H 1.29 -2.33 0.41 0.10
H -2.12 -1.13 0.33 0.07
H 1.75 3.45 -0.87 0.13
H -1.95 2.88 -0.07 0.12
H -1.86 -1.70 -1.25 0.11
H -1.53 -4.43 1.22 0.09
H -0.27 -0.32 -1.07 0.05
H 0.14 1.31 1.65 0.16
H -2.69 -2.83 0.07 0.11
H -0.04 -3.59 1.97 0.08
H -0.95 4.37 0.49 0.12
H -1.10 2.97 1.75 0.09
H 0.93 2.15 -1.81 0.06
H 0.12 -4.73 0.50 0.12
H 0.02 3.76 -1.53 0.08
```